No. 1
DFT (the ωB97M-V functional and the def2-TZVPD basis) results for the molecule C4H7NO.

F_max in hartree/bohr: 0.0118
Frontier orbital gap in eV: 10.6518
SMILES string: C[C@H]1N[C@H]1C=O
ΔE to the lowest compared entry with this formula, charge and spin in kcal per mole: 49.3
Highest occupied orbital energy in eV: -9.77
LUMO level in eV: 0.9
Spin multiplicity: 1
Energy in eV: -7797.5065

Last column: Löwdin charge in e.
Atoms and positions in Å:
C -0.7374 -0.3426 1.2267  -0.049
C -0.3610 -0.7562 -0.1851  -0.311
N -0.7026 0.0943 -1.3227  0.057
C 0.6921 0.0145 -0.9010  -0.245
C 1.0812 1.2296 -0.1247  -0.262
O 2.0883 1.3326 0.5337  0.059
H -0.4312 0.6721 1.4922  0.066
H -0.2083 -0.9945 1.9291  0.088
H -1.8116 -0.4083 1.4031  0.079
H -0.3991 -1.8316 -0.3516  0.136
H -0.8688 -0.4516 -2.1652  0.101
H 1.4616 -0.4813 -1.4895  0.149
H 0.2775 1.9949 -0.1230  0.132

Forces on atoms 1 to 6 (eV/Å):
C -0.107 -0.021 0.054
C -0.036 -0.165 0.245
N -0.184 -0.029 -0.079
C 0.238 0.056 0.041
C 0.530 0.124 0.274
O -0.320 0.041 -0.505

***

No. 2
DFT (the ωB97M-V functional and the def2-TZVPD basis) results for a structure of composition C3H4BiO3.

F_max in hartree/bohr: 0.0758
Frontier orbital gap (spin up / spin down) in eV: 7.5113 / 8.3909
Charge: +1
ΔE to the lowest compared entry with this formula, charge and spin in kcal per mole: 58.8
Highest occupied orbital energy (spin up / spin down) in eV: -13.45 / -14.84
LUMO level (spin up / spin down) in eV: -5.9 / -6.4
Spin multiplicity: 1
Energy in eV: -15145.9083

Last column: Löwdin charge in e.
Atoms and positions in Å:
H -2.8631 -0.7224 0.8038  0.166
O 0.9657 -1.9322 1.3858  -0.259
O -2.1628 1.2215 0.5506  0.056
C -2.5417 0.0260 0.0310  -0.281
C -1.4752 -0.6788 -0.8098  -0.124
O -0.6879 -1.5871 -0.0136  0.024
C 0.2869 -1.1026 0.7031  -0.642
H -3.4178 0.0903 -0.6698  0.159
H -0.7976 0.0601 -1.2624  0.141
H -1.9374 -1.2936 -1.5950  0.146
Bi 1.5169 -0.0669 2.0561  1.615

Forces on atoms 1 to 6 (eV/Å):
H -0.107 0.833 -0.060
O -0.573 -1.952 -0.783
O -0.253 -0.439 0.195
C -0.123 -1.068 -0.997
C -0.107 0.785 -0.648
O 1.695 0.531 0.813

***

No. 3
DFT (the ωB97M-V functional and the def2-TZVPD basis) results for a structure of composition C16H14EuF7N3S2.

F_max in hartree/bohr: 0.0308
Frontier orbital gap (spin up / spin down) in eV: 6.3343 / 6.4136
Charge: -1
Highest occupied orbital energy (spin up / spin down) in eV: -3.63 / -3.72
LUMO level (spin up / spin down) in eV: 2.7 / 2.7
Spin multiplicity: 7
Energy in eV: -81314.2856

Last column: Löwdin spin population.
Atoms and positions in Å:
Eu 0.0268 0.6855 0.0772  6.157
C -3.3207 -0.7229 -0.6565  0.000
N -2.2237 -0.8673 0.2997  -0.005
C -2.6883 -0.3912 1.6122  0.001
C -1.8112 -2.2780 0.3479  0.000
C -0.4257 -2.4928 0.9729  0.000
N 0.5495 -1.6368 0.3122  -0.012
C 1.8040 -1.6590 0.7403  -0.001
C 2.7226 -0.7159 0.1897  0.000
F 2.2218 0.1467 -0.8024  -0.002
C 4.0421 -0.5988 0.5426  0.001
F 4.7947 0.3602 -0.0355  0.000
C 4.6103 -1.4542 1.4689  0.000
C 3.7696 -2.4153 2.0136  0.000
F 4.3011 -3.2937 2.8920  0.000
C 2.4372 -2.5289 1.6851  0.000
F 1.7365 -3.5253 2.2944  0.000
H -4.1996 -1.3067 -0.3445  0.000
H -3.0049 -1.0671 -1.6428  0.000
H -3.5999 0.3294 -0.7321  0.000
H -3.5278 -1.0022 1.9784  0.000
H -3.0204 0.6457 1.5112  0.000
H -1.8649 -0.4022 2.3379  0.000
H -1.7722 -2.6464 -0.6815  0.000
H -2.5513 -2.8781 0.9017  0.000
H -0.1743 -3.5572 0.8538  0.000
H -0.4640 -2.2773 2.0505  0.000
H 5.6427 -1.3740 1.7532  0.000
F -2.5699 5.7265 -1.4744  0.000
C -2.1734 5.4167 -0.2182  0.000
F -3.1353 4.6403 0.2946  0.000
F -2.2672 6.5844 0.4593  0.000
C -0.7964 4.8434 -0.1602  0.000
C 0.2557 5.6327 0.2877  0.000
C 1.5410 5.1011 0.2887  0.000
C 1.7161 3.7924 -0.1055  0.001
N 0.7078 2.9938 -0.4756  -0.006
C -0.5464 3.5192 -0.5572  0.000
S -1.7458 2.4739 -1.1859  -0.008
H 0.0674 6.6468 0.6072  0.000
H 2.3820 5.6954 0.6013  0.000
H 2.6990 3.3333 -0.1243  0.000
S 0.3401 1.1179 2.5134  -0.126

Forces on atoms 1 to 6 (eV/Å):
Eu -0.664 -0.222 1.423
C 0.092 0.161 -0.102
N -0.033 0.019 -0.029
C 0.169 -0.026 0.249
C 0.596 -0.028 0.123
C -0.219 0.088 -0.063

***

No. 4
DFT (the ωB97M-V functional and the def2-TZVPD basis) results for a structure of composition C26H10F15GeIrN5S2Se.

F_max in hartree/bohr: 0.0373
Frontier orbital gap (spin up / spin down) in eV: 5.7494 / 5.0815
Charge: +2
ΔE to the lowest compared entry with this formula, charge and spin in kcal per mole: 20.9
Highest occupied orbital energy (spin up / spin down) in eV: -14.27 / -14.27
LUMO level (spin up / spin down) in eV: -8.5 / -9.2
Spin multiplicity: 2
Energy in eV: -221688.8531

Last column: Löwdin spin population.
Atoms and positions in Å:
Ir 0.4301 0.0350 -0.1733  -0.007
C -2.3438 -4.4448 0.7984  0.000
C -1.5540 -3.5358 1.6657  0.000
N -1.5135 -3.5346 2.9551  0.000
N -0.6845 -2.4893 3.2822  0.001
C -0.2139 -1.8469 2.2335  -0.002
S 0.8005 -0.4778 2.1523  -0.016
N -0.7459 -2.4950 1.1986  -0.001
N -0.4604 -2.1165 -0.1178  -0.021
H -2.8221 -5.1899 1.4287  0.000
H -1.7110 -4.9574 0.0719  0.000
H -3.1271 -3.8971 0.2690  0.000
H -0.4957 -2.2901 4.2537  0.000
H 0.3053 -2.6798 -0.4791  -0.001
H -1.2876 -2.2768 -0.6856  0.000
Se -1.5308 1.3104 0.2220  0.615
C -1.4644 2.8285 -0.8989  0.061
C -1.2254 2.7069 -2.2615  0.035
C -1.2874 3.8670 -3.0215  -0.005
N -1.5546 5.0656 -2.4927  0.036
C -1.7672 5.1647 -1.1789  -0.005
C -1.7435 4.0627 -0.3289  0.038
H -1.0044 1.7538 -2.7250  0.000
H -1.1236 3.8309 -4.0924  -0.001
H -1.9744 6.1530 -0.7889  -0.001
H -1.9297 4.1818 0.7318  0.003
F 3.4268 1.7019 -4.7297  0.000
C 3.9309 0.4708 -4.8762  0.001
C 4.0634 -0.3312 -3.7478  0.005
C 4.5133 -1.6346 -3.9331  0.001
F 4.5737 -2.4954 -2.9093  0.000
C 4.9057 -2.0869 -5.1757  0.000
F 5.3729 -3.3155 -5.3276  0.000
C 4.8110 -1.2392 -6.2673  0.001
F 5.1930 -1.6599 -7.4525  0.000
C 4.2974 0.0395 -6.1274  0.000
F 4.1758 0.8241 -7.1846  0.000
Ge 3.7267 0.4688 -2.0246  0.015
S 1.5057 0.9150 -1.9642  0.237
C 4.6149 2.1333 -1.6347  0.006
C 5.5908 2.7212 -2.4282  0.001
F 5.8675 2.2279 -3.6333  0.000
C 6.3242 3.7966 -1.9751  0.000
F 7.2657 4.3353 -2.7297  0.000
C 6.0814 4.3023 -0.7099  0.001
F 6.7866 5.3196 -0.2675  0.000
C 5.1028 3.7466 0.0983  0.000
F 4.8706 4.2416 1.3055  0.000
C 4.3936 2.6702 -0.3746  0.002
F 3.4604 2.1042 0.4191  0.001
C 4.3236 -0.7400 -0.6141  -0.001
C 5.6708 -0.8383 -0.3081  0.000
F 6.5548 -0.1135 -0.9850  0.000
C 6.1373 -1.7052 0.6658  0.000
F 7.4206 -1.7827 0.9408  0.000
C 5.2363 -2.5053 1.3495  0.000
F 5.6564 -3.3322 2.2826  0.000
C 3.8910 -2.4484 1.0387  0.000
F 3.0068 -3.2328 1.6658  0.000
C 3.4818 -1.5761 0.0641  0.000
F 2.1426 -1.5813 -0.2780  0.001

Forces on atoms 1 to 6 (eV/Å):
Ir 0.537 -1.789 -0.444
C 0.068 0.078 0.014
C 0.018 -0.090 -0.117
N 0.246 0.280 0.048
N -0.166 -0.395 0.425
C 0.156 0.266 0.488

***

No. 5
DFT (the ωB97M-V functional and the def2-TZVPD basis) results for the ion C6H10N3OS with charge +1.

F_max in hartree/bohr: 0.0883
Frontier orbital gap (spin up / spin down) in eV: 8.3558 / 4.1048
Charge: +1
ΔE to the lowest compared entry with this formula, charge and spin in kcal per mole: 24.7
Highest occupied orbital energy (spin up / spin down) in eV: -11.85 / -12.50
LUMO level (spin up / spin down) in eV: -3.5 / -8.4
Spin multiplicity: 3
Energy in eV: -23725.8683

Last column: Löwdin spin population.
Atoms and positions in Å:
C 0.8079 0.6677 -0.8626  0.033
C -1.0864 -0.8896 -1.2254  0.088
C 1.0273 0.8204 2.8820  0.017
C -0.0197 1.4386 1.9416  0.031
C -0.3431 0.0740 -0.4174  0.247
C -0.7359 -0.9940 -2.6819  0.114
N 1.7690 1.1673 -1.2435  0.124
N 1.8340 -0.1536 2.1867  0.002
N -1.9236 -1.4268 -3.4182  0.761
O -1.9668 -1.5577 -0.7492  0.129
S -1.0394 0.2210 1.0938  0.337
H 1.5048 1.7594 3.4262  0.002
H 0.4483 0.3612 3.7569  0.000
H -0.6506 1.9903 2.5815  0.004
H 0.5780 2.1734 1.2017  0.001
H 0.1879 -1.6566 -2.8433  0.055
H -0.2972 0.0143 -2.9998  0.032
H 2.8733 0.1582 2.2064  0.000
H 1.8142 -1.1100 2.4262  0.001
H -2.7666 -1.7376 -2.8170  0.009
H -2.0153 -1.3199 -4.4451  0.013

Forces on atoms 1 to 6 (eV/Å):
C 0.741 0.580 -0.140
C 1.102 0.724 0.845
C -1.261 0.270 2.312
C 2.666 1.160 -1.614
C -1.546 -1.474 -0.239
C 0.691 0.497 -1.348

***

No. 6
DFT (the ωB97M-V functional and the def2-TZVPD basis) results for the molecule C5H3Br2Cl3OS.

F_max in hartree/bohr: 0.0977
Frontier orbital gap in eV: 6.9912
ΔE to the lowest compared entry with this formula, charge and spin in kcal per mole: 116.4
Highest occupied orbital energy in eV: -8.27
LUMO level in eV: -1.3
Spin multiplicity: 1
Energy in eV: -195760.3920

Last column: Löwdin charge in e.
Atoms and positions in Å:
C 2.0706 -0.8177 0.2439  -0.924
C 0.9285 -0.7445 -0.6145  -0.880
C -0.6917 1.6965 -1.0160  -0.814
C 2.0500 -0.0200 1.3244  -1.151
C -2.5285 0.0829 0.4346  -0.241
O -1.8006 1.4511 -1.8731  -0.428
S -1.4131 0.1253 -0.9968  0.886
Cl 3.4748 -1.8938 0.1021  0.599
Cl 3.2332 0.1136 2.5272  0.686
Cl 0.7255 1.0579 1.6589  0.699
Br 0.9727 -2.0748 -2.0317  0.595
Br 1.0144 1.2352 -1.8677  0.817
H -2.3366 0.7880 1.1311  -0.004
H -2.1131 -0.7966 0.9504  0.053
H -3.5860 -0.2032 0.0272  0.107

Forces on atoms 1 to 6 (eV/Å):
C 0.969 -0.394 0.320
C 0.183 -1.230 -0.890
C -0.562 1.577 0.990
C -0.787 0.871 0.876
C -0.934 -3.963 -2.944
O -0.652 0.427 -0.675

***

No. 7
DFT (the ωB97M-V functional and the def2-TZVPD basis) results for the molecule C6H10.

F_max in hartree/bohr: 0.0038
Frontier orbital gap in eV: 10.2924
SMILES string: C[C@@H]1C=CCC1
ΔE to the lowest compared entry with this formula, charge and spin in kcal per mole: 5.0
Highest occupied orbital energy in eV: -9.11
LUMO level in eV: 1.2
Spin multiplicity: 1
Energy in eV: -6383.6432

Last column: Löwdin charge in e.
Atoms and positions in Å:
C 0.0376 1.7895 0.4624  -0.068
C -0.3810 0.3210 0.6950  -0.361
C 0.8135 -0.5734 0.9522  -0.089
C 1.0802 -1.3779 -0.0727  -0.098
C 0.1028 -1.1832 -1.2072  -0.188
C -1.0201 -0.3469 -0.5505  -0.164
H 1.0205 2.0037 0.8981  0.071
H -0.6813 2.4919 0.8995  0.070
H 0.1030 2.0092 -0.6103  0.075
H -1.0755 0.2816 1.5439  0.126
H 1.3973 -0.5086 1.8683  0.105
H 1.9134 -2.0745 -0.1197  0.098
H 0.5857 -0.6556 -2.0427  0.107
H -0.2706 -2.1308 -1.6134  0.102
H -1.8257 -1.0188 -0.2341  0.108
H -1.4586 0.3860 -1.2370  0.104

Forces on atoms 1 to 6 (eV/Å):
C 0.032 0.074 -0.014
C -0.031 -0.027 0.011
C 0.042 -0.094 -0.096
C -0.001 0.084 0.114
C -0.016 -0.026 -0.049
C -0.083 -0.009 -0.035

***

No. 8
DFT (the ωB97M-V functional and the def2-TZVPD basis) results for a structure of composition C35H68BiBr2N2O3Si2Te.

F_max in hartree/bohr: 0.0473
Frontier orbital gap in eV: 2.1060
Charge: +3
ΔE to the lowest compared entry with this formula, charge and spin in kcal per mole: 25.3
Highest occupied orbital energy in eV: -14.83
LUMO level in eV: -12.7
Spin multiplicity: 1
Energy in eV: -215467.7472

Last column: Löwdin charge in e.
Atoms and positions in Å:
Bi -17.6795 -16.9264 6.3465  1.222
N -17.8770 -18.0100 8.8209  -0.051
C -18.6969 -19.2642 9.1587  -0.147
C -19.8801 -19.5330 8.1854  -0.078
C -19.4503 -18.8706 6.9322  -0.713
O -18.6118 -19.4186 6.1754  -0.056
O -19.6474 -17.5903 6.8055  -0.357
H -16.9781 -18.1611 9.2191  0.078
H -18.3046 -17.2626 9.3545  0.088
H -19.0676 -19.2183 10.1662  0.119
H -18.0459 -20.1103 9.1165  0.117
H -20.7614 -19.0986 8.6291  0.121
H -20.0617 -20.5913 8.0520  0.129
O -22.0777 -19.4534 2.8689  0.467
N -22.3197 -20.0852 3.6922  0.530
C -16.3415 -13.2626 8.8095  -0.393
Te -16.5961 -14.0141 6.8198  1.241
C -18.2134 -12.6108 6.6995  -0.404
C -17.9055 -11.5620 7.7712  -0.257
C -18.3985 -10.2403 7.7188  -0.040
C -18.0253 -9.3058 8.6489  -0.080
C -17.1843 -9.6624 9.6780  -0.039
C -16.6946 -10.9931 9.7785  -0.009
C -16.9906 -11.9145 8.7951  -0.305
H -15.2454 -13.2151 8.9222  0.070
H -16.7057 -13.9234 9.5617  0.054
H -19.1943 -13.1158 6.8235  0.069
H -18.1902 -12.2469 5.6864  0.016
H -19.1431 -9.9548 6.9486  0.123
H -18.3439 -8.2558 8.5961  0.126
H -16.8712 -8.8838 10.3177  0.103
H -16.0876 -11.1820 10.6544  0.124
C -16.7520 -10.9070 2.8941  -0.065
C -17.0829 -11.5147 1.4745  -0.580
C -15.9726 -11.0019 0.5196  -0.050
C -17.0826 -13.0467 1.5593  -0.077
Si -18.7940 -11.2050 0.8046  1.082
Br -19.1792 -15.6309 4.5373  -0.071
C -19.1585 -11.9176 -0.8577  -0.589
C -20.5427 -12.6135 -0.6556  -0.069
C -19.3848 -10.6701 -1.7476  -0.050
C -18.1619 -12.8634 -1.5022  -0.084
C -20.0144 -10.1465 1.7483  -0.609
C -19.8878 -10.3715 3.2675  -0.078
C -19.3493 -8.8187 1.4293  -0.063
C -21.4782 -10.2870 1.3705  -0.082
H -15.7120 -11.1736 3.1000  0.100
H -17.3986 -11.2791 3.6155  0.020
H -16.7385 -9.8116 2.9617  0.096
H -15.0687 -11.6728 0.5493  0.120
H -15.8024 -9.9665 0.8300  0.091
H -16.2927 -11.0081 -0.5214  0.056
H -16.1725 -13.3806 2.0569  0.092
H -17.1679 -13.5007 0.6005  0.042
H -17.8788 -13.4184 2.2459  0.081
H -21.3924 -11.9395 -0.6150  0.065
H -20.6160 -13.1965 0.2973  0.094
H -20.7234 -13.2985 -1.4819  0.099
H -19.9584 -9.9408 -1.1759  0.062
H -19.9993 -10.8478 -2.5765  0.086
H -18.4944 -10.1934 -2.1521  0.104
H -18.0543 -13.8699 -1.0375  0.094
H -17.1391 -12.4872 -1.6174  0.083
H -18.4975 -13.0360 -2.5145  0.096
H -18.8887 -10.1551 3.5634  0.030
H -20.1062 -11.4558 3.4976  0.105
H -20.6284 -9.7033 3.7947  0.124
H -18.2731 -8.9382 1.2987  0.071
H -19.3809 -8.0753 2.2015  0.107
H -19.7240 -8.3728 0.4881  0.110
H -21.9086 -11.2361 1.7261  0.099
H -21.7010 -10.1111 0.3172  0.077
H -22.0752 -9.5204 1.8720  0.102
C -12.8025 -17.0669 6.1908  -0.110
C -13.1510 -18.2027 5.2527  -0.604
C -11.8933 -19.1120 5.0546  -0.054
C -14.3036 -19.0171 5.9383  -0.108
Si -13.6441 -17.6733 3.5057  0.585
Br -15.9283 -16.9715 3.8268  0.347
C -13.7938 -19.0263 2.2627  -0.650
C -14.7359 -18.5749 1.1424  -0.125
C -12.3911 -19.2640 1.6518  -0.055
C -14.3865 -20.2847 2.8832  -0.099
C -12.8098 -16.0103 2.8748  -0.595
C -13.2104 -14.8113 3.8189  -0.109
C -11.2615 -16.2069 3.0044  -0.079
C -13.0615 -15.6089 1.4303  -0.109
H -12.4860 -17.4666 7.1878  0.109
H -13.6193 -16.3414 6.3550  0.069
H -11.9364 -16.4776 5.8800  0.066
H -11.4085 -19.2434 6.0228  0.103
H -11.1729 -18.6962 4.3945  0.058
H -12.2110 -20.0324 4.6536  0.051
H -13.8306 -19.5621 6.7652  0.099
H -14.7837 -19.7599 5.3372  0.046
H -15.0208 -18.3411 6.4044  0.010
H -14.6255 -17.5587 0.8042  0.049
H -15.7761 -18.6745 1.3682  0.051
H -14.5783 -19.1486 0.2412  0.093
H -11.9468 -18.3695 1.2105  0.070
H -12.5099 -20.0948 0.9422  0.105
H -11.7097 -19.6190 2.4047  0.066
H -15.3807 -20.1373 3.3176  0.067
H -13.7535 -20.7941 3.6402  0.082
H -14.5474 -21.0349 2.0222  0.126
H -12.6268 -14.8766 4.7542  0.062
H -14.3035 -14.7956 3.9876  0.009
H -12.7840 -13.8868 3.3839  0.092
H -10.8565 -16.2375 4.0424  0.085
H -10.8265 -15.3360 2.5266  0.086
H -10.9256 -17.1217 2.4656  0.077
H -14.1273 -15.3906 1.2513  0.073
H -12.7545 -16.3498 0.6652  0.089
H -12.5430 -14.6679 1.2499  0.084

Forces on atoms 1 to 6 (eV/Å):
Bi 0.328 -0.168 -0.918
N -1.527 -0.912 0.257
C 0.379 0.407 -0.729
C -0.235 0.394 0.467
C 1.578 -0.169 -0.766
O -0.787 0.367 0.415

***

Q: Which of these has the highest spin multiplicity?
A: C16H14EuF7N3S2

***

Q: Which of these has the lowest energy?
A: C26H10F15GeIrN5S2Se

***

Q: What is the F_max in the sixth record?
A: 0.0977 hartree/bohr